C5H8N | ωB97M-V/def2-TZVPD

Its HOMO-LUMO gap (spin up / spin down) is 0.3600 / 0.2695 hartree. Its net charge is +1. As for the HOMO energy (spin up / spin down): -15.23 / -14.06 eV. Its spin multiplicity is 1. The LUMO energy (spin up / spin down) is -5.44 / -6.73 eV. The value obtained for the total energy is -6789.8420 eV.

XYZ file:
```
14
C5H8N ωB97M-V/def2-TZVPD
C -2.01 -0.60 1.58
C -1.23 -0.65 0.68
C 0.00 -0.50 -0.23
C 0.50 0.77 -0.05
C 0.89 -1.64 0.17
N -0.46 1.80 -0.45
H -0.51 -0.59 -1.24
H 1.50 1.09 0.12
H 0.66 -2.58 -0.49
H 0.65 -1.83 1.22
H 1.90 -1.28 0.07
H -0.16 2.55 0.25
H -1.38 1.33 -0.20
H -0.35 2.14 -1.44
```

Results of the Mulliken charge analysis, in e, for atoms 1 through 6: number 1, C, carries 0.56; number 2, C, carries -0.91; number 3, C, carries 0.52; number 4, C, carries -0.56; number 5, C, carries -1.27; number 6, N, carries -0.23

C5H8N | ωB97M-V/def2-TZVPD

Its HOMO-LUMO gap is 0.3623 hartree. Its net charge is +1. As for the HOMO energy: -14.57 eV. Its spin multiplicity is 1. The LUMO energy is -4.72 eV. The value obtained for the total energy is -6795.0490 eV.

XYZ file:
```
14
C5H8N ωB97M-V/def2-TZVPD
C -1.99 -0.97 0.48
C -1.76 0.14 -0.27
C -0.57 -1.26 0.55
C 2.08 0.83 -0.19
C 0.63 0.79 -0.39
N -0.39 0.05 -0.11
H -2.84 -1.72 0.59
H -2.44 0.96 -0.64
H -0.09 -1.12 1.47
H -0.17 -2.19 0.06
H 2.11 1.80 0.29
H 2.70 0.02 0.14
H 2.47 0.96 -1.22
H 0.26 1.71 -0.75
```

Results of the Mulliken charge analysis, in e, for atoms 1 through 6: number 1, C, carries -0.26; number 2, C, carries -0.27; number 3, C, carries -0.50; number 4, C, carries -1.04; number 5, C, carries 0.28; number 6, N, carries 0.07

C5H8N | ωB97M-V/def2-TZVPD

Its HOMO-LUMO gap (spin up / spin down) is 0.3507 / 0.1898 hartree. Its net charge is +1. As for the HOMO energy (spin up / spin down): -14.49 / -12.65 eV. Its spin multiplicity is 1. The LUMO energy (spin up / spin down) is -4.95 / -7.49 eV. The value obtained for the total energy is -6791.2046 eV.

XYZ file:
```
14
C5H8N ωB97M-V/def2-TZVPD
C 0.95 -0.33 1.02
C -0.24 -0.18 0.79
C -2.57 0.06 0.49
C 2.27 -0.32 1.40
C -0.20 0.42 -2.38
N -1.36 0.01 0.25
H -3.08 0.51 -0.34
H -3.05 -0.34 1.37
H 2.80 -1.40 1.40
H 2.90 0.36 0.79
H 2.20 0.04 2.42
H -0.95 -0.25 -2.75
H -0.46 1.44 -2.20
H 0.79 -0.03 -2.28
```

Results of the Mulliken charge analysis, in e, for atoms 1 through 6: number 1, C, carries -0.32; number 2, C, carries 1.29; number 3, C, carries -0.21; number 4, C, carries -1.28; number 5, C, carries -0.88; number 6, N, carries -0.19

C5H8N | ωB97M-V/def2-TZVPD

Its HOMO-LUMO gap is 0.2759 hartree. Its net charge is +1. As for the HOMO energy: -14.04 eV. Its spin multiplicity is 1. The LUMO energy is -6.53 eV. The value obtained for the total energy is -6792.4642 eV.

XYZ file:
```
14
C5H8N ωB97M-V/def2-TZVPD
C 0.93 0.21 -1.21
C 0.70 -0.38 0.62
C 0.40 -0.60 1.87
C 1.92 -0.23 -0.27
C -2.47 0.57 -0.64
N -0.15 -0.09 -0.50
H 0.98 0.52 -2.18
H -0.57 -0.41 2.19
H 1.09 -0.83 2.78
H 2.33 -1.12 -0.65
H 2.55 0.68 0.05
H -2.72 0.41 0.41
H -2.86 -0.23 -1.33
H -2.14 1.50 -1.14
```

Results of the Mulliken charge analysis, in e, for atoms 1 through 6: number 1, C, carries -0.36; number 2, C, carries 0.23; number 3, C, carries -0.82; number 4, C, carries -0.08; number 5, C, carries -0.16; number 6, N, carries -0.19

C5H8N | ωB97M-V/def2-TZVPD

Its HOMO-LUMO gap is 0.2961 hartree. Its net charge is +1. As for the HOMO energy: -13.66 eV. Its spin multiplicity is 1. The structure (SMILES) is C=C/C=C/C=[NH2+]. The LUMO energy is -5.60 eV. The value obtained for the total energy is -6795.4291 eV.

XYZ file:
```
14
C5H8N ωB97M-V/def2-TZVPD
C 1.03 -1.21 0.27
C 2.03 -1.75 1.02
C 0.85 0.18 -0.03
C -0.25 0.39 -0.89
C -1.05 1.46 -0.58
N -2.37 1.48 -0.71
H 0.27 -1.89 -0.12
H 2.17 -2.81 1.33
H 1.66 0.71 0.51
H -0.61 -0.54 -1.39
H -0.67 2.24 0.23
H -2.74 2.08 0.02
H -3.10 0.85 -1.12
H 2.79 -1.19 1.46
```

Results of the Mulliken charge analysis, in e, for atoms 1 through 6: number 1, C, carries 0.15; number 2, C, carries -0.87; number 3, C, carries 0.12; number 4, C, carries -0.41; number 5, C, carries 0.09; number 6, N, carries -0.36

C5H8N | ωB97M-V/def2-TZVPD

Its HOMO-LUMO gap is 0.3541 hartree. Its net charge is +1. As for the HOMO energy: -13.73 eV. Its spin multiplicity is 1. The structure (SMILES) is C=C1C=C[NH2+]C1. The LUMO energy is -4.09 eV. The value obtained for the total energy is -6795.4436 eV.

XYZ file:
```
14
C5H8N ωB97M-V/def2-TZVPD
C 1.74 0.13 -0.06
C 0.90 0.94 0.55
C -1.86 1.05 0.53
C -0.54 -0.81 -0.28
C -0.57 0.63 0.31
N 0.98 -1.02 -0.51
H 2.80 -0.14 -0.19
H 1.18 1.82 0.99
H -2.13 2.02 0.93
H -2.62 0.41 0.15
H -1.10 -1.44 0.36
H -1.11 -0.66 -1.19
H 1.12 -1.91 -0.04
H 1.20 -1.02 -1.55
```

Results of the Mulliken charge analysis, in e, for atoms 1 through 6: number 1, C, carries -0.30; number 2, C, carries -0.58; number 3, C, carries -0.86; number 4, C, carries -0.88; number 5, C, carries 0.69; number 6, N, carries -0.10

C5H8N | ωB97M-V/def2-TZVPD

Its HOMO-LUMO gap (spin up / spin down) is 0.3392 / 0.2857 hartree. Its net charge is +1. As for the HOMO energy (spin up / spin down): -15.00 / -14.65 eV. Its spin multiplicity is 1. The LUMO energy (spin up / spin down) is -5.77 / -6.88 eV. The value obtained for the total energy is -6792.2979 eV.

XYZ file:
```
14
C5H8N ωB97M-V/def2-TZVPD
C -1.77 -0.47 -0.27
C -1.43 0.81 -0.39
C -0.58 -1.07 0.45
C -0.33 1.41 0.32
C 1.66 -0.01 -0.41
N 0.38 0.17 0.31
H -2.50 -1.12 -0.84
H -0.42 -1.31 1.54
H -0.08 -1.90 -0.06
H 0.10 2.24 -0.24
H -0.80 1.72 1.27
H 2.21 0.82 -0.31
H 2.15 -0.95 0.10
H 1.41 -0.34 -1.47
```

Results of the Mulliken charge analysis, in e, for atoms 1 through 6: number 1, C, carries -0.23; number 2, C, carries -0.21; number 3, C, carries -0.53; number 4, C, carries -0.04; number 5, C, carries -0.84; number 6, N, carries 0.10

C5H8N | ωB97M-V/def2-TZVPD

Its HOMO-LUMO gap is 0.2862 hartree. Its net charge is +1. As for the HOMO energy: -13.26 eV. Its spin multiplicity is 1. The LUMO energy is -5.47 eV. The value obtained for the total energy is -6791.2412 eV.

XYZ file:
```
14
C5H8N ωB97M-V/def2-TZVPD
C -1.02 -1.72 0.00
C 0.09 -1.01 -0.04
C -1.35 -0.40 0.53
C 0.82 0.09 -0.09
C -2.05 0.72 -0.25
N 2.35 -0.26 -0.02
H -1.20 -0.07 1.51
H 0.74 1.02 -0.58
H -3.03 0.67 0.11
H -1.86 0.48 -1.24
H -1.65 1.73 -0.04
H 2.53 -1.21 0.50
H 2.84 0.49 0.51
H 2.79 -0.53 -0.89
```

Results of the Mulliken charge analysis, in e, for atoms 1 through 6: number 1, C, carries -0.50; number 2, C, carries 0.48; number 3, C, carries 0.12; number 4, C, carries -0.54; number 5, C, carries -1.11; number 6, N, carries -0.40

C5H8N | ωB97M-V/def2-TZVPD

Its HOMO-LUMO gap (spin up / spin down) is 0.2940 / 0.2744 hartree. Its net charge is +1. As for the HOMO energy (spin up / spin down): -11.56 / -15.97 eV. Its spin multiplicity is 3. The LUMO energy (spin up / spin down) is -3.56 / -8.50 eV. The value obtained for the total energy is -6790.1485 eV.

XYZ file:
```
14
C5H8N ωB97M-V/def2-TZVPD
C 0.79 -0.30 0.73
C 1.43 -0.28 1.88
C -1.54 -1.30 0.13
C 0.50 0.13 -0.83
C -0.06 1.39 -1.22
N -0.41 -0.73 0.04
H 1.00 -0.84 2.73
H 2.28 0.44 2.12
H -2.41 -1.59 -0.63
H -1.83 -1.62 1.15
H 0.97 -0.48 -1.65
H -0.42 1.32 -2.35
H 0.74 2.10 -1.33
H -1.04 1.74 -0.76
```

Results of the Mulliken charge analysis, in e, for atoms 1 through 6: number 1, C, carries 0.50; number 2, C, carries -0.79; number 3, C, carries -0.15; number 4, C, carries 0.14; number 5, C, carries -1.15; number 6, N, carries -0.04

C5H8N | ωB97M-V/def2-TZVPD

Its HOMO-LUMO gap (spin up / spin down) is 0.2779 / 0.3386 hartree. Its net charge is +1. As for the HOMO energy (spin up / spin down): -10.69 / -16.75 eV. Its spin multiplicity is 3. The LUMO energy (spin up / spin down) is -3.13 / -7.54 eV. The value obtained for the total energy is -6788.7587 eV.

XYZ file:
```
14
C5H8N ωB97M-V/def2-TZVPD
C -0.49 -1.53 -0.33
C -0.92 -0.33 -0.24
C 1.56 0.13 0.76
C 1.65 0.46 -0.59
C -2.03 0.60 -0.03
N 0.49 -0.32 -0.03
H -0.31 -2.59 -0.19
H 2.06 -0.70 1.20
H 1.38 0.84 1.56
H 1.30 1.46 -0.94
H 2.27 -0.17 -1.29
H -2.82 0.00 -0.51
H -1.85 1.67 -0.39
H -2.28 0.48 1.04
```

Results of the Mulliken charge analysis, in e, for atoms 1 through 6: number 1, C, carries -0.53; number 2, C, carries 0.49; number 3, C, carries -0.30; number 4, C, carries -0.22; number 5, C, carries -0.81; number 6, N, carries 0.07

C5H8N2 | ωB97M-V/def2-TZVPD

Its HOMO-LUMO gap is 0.3251 hartree. Its net charge is 0. As for the HOMO energy: -7.82 eV. Its spin multiplicity is 1. The structure (SMILES) is Cn1cccc1N. The LUMO energy is 1.02 eV. The value obtained for the total energy is -8293.5142 eV.

XYZ file:
```
15
C5H8N2 ωB97M-V/def2-TZVPD
C 0.03 0.71 1.77
N -0.36 0.22 0.47
C -1.12 0.87 -0.46
C -1.10 0.15 -1.64
C -0.22 -0.93 -1.47
C 0.25 -0.80 -0.17
N 1.59 -0.90 0.27
H 0.86 0.18 2.23
H 0.35 1.75 1.72
H -0.79 0.66 2.47
H -1.69 1.71 -0.15
H -1.65 0.39 -2.53
H 0.11 -1.64 -2.22
H 1.78 -1.88 0.34
H 1.96 -0.49 -0.62
```

Results of the Mulliken charge analysis, in e, for atoms 1 through 6: number 1, C, carries -0.96; number 2, N, carries 0.25; number 3, C, carries -0.61; number 4, C, carries -0.42; number 5, C, carries -0.73; number 6, C, carries 0.27

C5H8N2 | ωB97M-V/def2-TZVPD

Its HOMO-LUMO gap (spin up / spin down) is 0.2777 / 0.2777 hartree. Its net charge is 0. As for the HOMO energy (spin up / spin down): -6.86 / -6.86 eV. Its spin multiplicity is 1. The LUMO energy (spin up / spin down) is 0.70 / 0.70 eV. The value obtained for the total energy is -8291.8746 eV.

XYZ file:
```
15
C5H8N2 ωB97M-V/def2-TZVPD
C -1.18 -1.47 -0.42
C -1.13 0.03 -0.37
C -0.03 2.02 0.39
N -0.05 0.76 -0.06
C 1.27 0.14 -0.21
C 1.65 -0.65 0.97
N 1.97 -1.29 1.88
H -0.20 -1.94 -0.30
H -1.60 -1.82 -1.37
H -1.82 -1.87 0.38
H -2.06 0.59 -0.35
H 0.88 2.59 0.31
H -0.98 2.49 0.62
H 1.27 -0.51 -1.09
H 2.01 0.93 -0.37
```

Results of the Mulliken charge analysis, in e, for atoms 1 through 6: number 1, C, carries -1.02; number 2, C, carries -0.07; number 3, C, carries -0.45; number 4, N, carries 0.17; number 5, C, carries -1.04; number 6, C, carries 0.57

Values of energy relative to the best compared isomer or geometry (same formula, charge and spin), in order: 795.66 293.26 664.19 542.66 256.59 255.18 558.70 660.65 427.20 561.30 143.00 301.20, all in kJ/mol.